{"formula": "C22H31N5O2", "method": "ωB97M-V/def2-TZVPD", "lumo_energy_ev": 0.64, "spin_multiplicity": 1, "homo_energy_ha": -0.2651, "gap_ev": 7.857, "de_lowest_kcal_mol": 524.3, "e_tot_ev": -34842.970, "species": ["C", "C", "H", "H", "O", "C", "C", "C", "C", "C", "C", "N", "C", "H", "C", "N", "C", "O", "C", "C", "N", "N", "N", "C", "H", "H", "C", "C", "C", "C", "C", "C", "H", "H", "H", "H", "H", "H", "H", "H", "H", "H", "H", "H", "C", "C", "H", "H", "H", "H", "H", "H", "H", "H", "H", "H", "H", "H", "H", "H"], "positions_angstrom": [[6.11569, 2.25765, -3.62703], [5.62817, 0.87517, -4.07155], [5.26623, 0.78046, -5.13947], [6.57143, 0.23289, -4.05449], [4.62710, 0.59265, -3.42317], [4.34181, -0.81524, -3.43870], [4.88485, -1.66266, -4.34897], [4.18137, -3.07734, -4.59593], [3.31772, -3.53139, -3.65326], [2.84069, -2.59420, -2.55308], [3.32393, -1.52657, -2.52319], [2.90131, -0.55137, -1.62873], [2.18258, -0.77770, -0.37410], [2.62168, -2.04881, -0.01902], [0.64047, -0.98732, -0.55429], [0.36717, 0.30973, -0.74044], [-0.50909, 1.28279, 0.00892], [-0.70883, 2.30769, -0.37684], [-1.25586, 0.55727, 1.22088], [-1.84498, 1.36079, 2.09695], [-2.25777, 0.64143, 2.96161], [-1.49868, -0.68274, 2.95751], [-0.98149, -0.68141, 1.85725], [-2.95335, 0.82938, 4.27839], [-3.27459, 1.84417, 4.15749], [-2.74927, 0.38625, 5.09133], [-4.50704, 0.57812, 3.94553], [-5.42922, 0.38424, 5.20457], [-6.63927, 0.03119, 5.03447], [-7.42453, 0.79831, 3.92381], [-6.67697, 0.52465, 2.53320], [-5.24956, 1.18374, 2.67083], [-4.64565, 0.99344, 1.90302], [-5.21954, 2.33903, 3.00429], [-7.05493, 1.24319, 1.74216], [-6.62106, -0.62420, 2.32585], [-8.57497, 0.38714, 3.56186], [-7.38314, 1.77034, 4.31642], [-7.33825, 0.09007, 5.90969], [-6.60820, -1.19903, 4.76010], [-4.83785, 0.04913, 6.20398], [-5.15615, 1.47474, 5.60541], [-4.35823, -0.63895, 3.63830], [-2.18692, 2.56433, 1.91005], [0.88794, 0.74857, -2.12349], [2.25955, 0.93759, -1.72447], [2.83359, 1.33956, -2.62625], [2.55774, 1.68802, -0.86864], [0.36411, 1.73522, -2.25800], [0.73077, 0.06604, -2.88073], [0.18654, -1.38417, 0.45986], [0.36968, -1.73706, -1.28224], [2.26554, -0.32454, 0.55740], [2.17273, -2.94113, -1.73462], [2.96473, -4.46400, -3.40096], [4.68067, -3.84423, -5.06634], [5.40551, -1.36461, -5.22858], [6.50709, 2.23848, -2.68861], [6.89179, 2.55075, -4.30562], [5.30103, 2.90730, -3.50783]], "forces_ev_per_a": [[-0.5, -1.2, -2.6], [8.0, 3.0, -6.5], [1.3, 0.9, -0.1], [-1.2, 0.0, 0.5], [-8.0, -6.6, 7.5], [-0.9, -2.0, -0.7], [-3.0, -2.4, -1.5], [0.7, 2.8, 3.9], [-0.2, 3.8, 2.2], [-4.4, -15.6, -2.3], [5.7, 18.7, 0.0], [-2.0, 5.3, 6.1], [0.9, -10.9, -1.2], [-1.0, 3.2, -0.6], [1.9, -3.4, 4.8], [-5.4, 5.9, -2.3], [1.9, -14.0, 1.7], [-1.6, 9.2, -2.4], [5.1, -0.1, -3.9], [-1.2, 9.0, -5.8], [-1.5, -7.6, 12.5], [-3.4, 1.8, 1.1], [1.0, 1.7, -2.9], [-5.7, 5.4, -9.8], [1.8, 1.9, 1.7], [2.5, -3.1, 5.6], [-0.1, -8.4, -1.0], [14.9, 7.6, 4.1], [-12.9, -6.7, -1.9], [-1.3, -4.2, -3.2], [1.1, 2.4, 1.0], [-0.8, 1.4, 6.5], [2.3, -0.4, -3.4], [-0.8, -2.1, -1.5], [-0.5, -1.7, 0.4], [-0.2, 2.4, 0.0], [3.0, 1.2, 2.2], [-0.5, 1.8, -0.4], [1.0, -0.2, -0.3], [-0.4, 2.9, 0.5], [-1.1, -0.7, -2.6], [-2.0, -0.7, -0.4], [-0.7, 2.5, 0.2], [1.2, -3.8, 0.6], [-2.4, 3.6, 5.3], [6.3, 0.6, -4.8], [-0.7, 0.0, 1.1], [-0.9, -2.2, -1.3], [0.6, -0.9, -0.5], [-0.4, -1.5, -1.4], [1.2, 0.8, -2.2], [-0.2, 0.2, -0.8], [1.1, 1.9, 0.9], [0.4, 0.2, -1.1], [-0.4, -2.5, -0.8], [1.1, -1.1, -2.0], [0.9, 0.4, -0.1], [1.4, -0.6, 2.8], [0.2, 0.8, -0.4], [-1.1, 1.3, -0.6]]}